No. 1
The following is a DFT calculation (ωB97M-V/def2-TZVPD) of an isolated ion of composition C22H48ClIN3O5P2 and charge +1.

Results
- charge = +1
- multiplicity = 1

Each line ends with the Mulliken charge.
Cartesian coordinates (Å):
C -2.43442 1.32098 -1.94540  -1.02
C 1.11488 2.24598 1.35671  -0.23
C -7.75309 -2.45896 1.36240  -0.68
H -4.11730 0.55265 0.00056  0.05
C -0.12671 1.96165 -0.88265  1.34
C -1.14216 0.81456 -1.33154  -0.13
H -5.70451 -1.83292 1.44762  0.15
H 0.51285 -0.19912 0.30847  0.62
H 0.24787 0.53900 4.03361  0.35
H -7.69240 -0.59405 -0.38714  0.51
O 2.72773 3.99662 2.44463  -0.56
C 5.40804 -2.47641 -1.55127  -0.88
H 4.75086 -0.81752 1.65907  -0.15
H 6.37358 -0.60140 1.00661  0.20
P -0.65606 -0.64784 2.43207  -0.02
N -0.12531 1.78316 0.65933  -0.25
H 6.69456 -2.95626 0.73607  0.24
C -6.68881 -1.35940 1.36214  -0.47
H 1.92080 2.30686 0.63870  0.06
C 4.71655 0.04351 -1.45653  0.52
H 3.99185 -1.47354 -2.83349  0.39
C -5.58862 -0.71939 -0.90134  -0.87
H -6.68335 0.58022 0.42636  0.43
H 2.51704 0.63817 -0.19526  0.32
N -0.48439 -0.17808 -2.16789  -0.15
C -7.40836 -3.62939 0.44148  -1.04
H 3.11522 4.42431 1.66544  0.34
H 0.13038 5.57746 1.80118  0.38
C -3.51114 0.22402 -2.01918  -1.16
H -0.87347 3.40035 -2.11009  0.36
H -5.15081 1.35840 -1.20675  0.30
H 0.00746 3.99138 -0.88060  0.35
H 5.64897 -0.99082 -3.06462  0.30
H 5.20126 -3.32348 -2.20805  0.32
C -6.72801 -0.46426 0.10739  -0.78
H 5.37368 -3.34637 1.80911  0.49
H 3.89909 2.00094 -1.93036  0.43
H -3.94166 0.17860 -3.02056  0.62
H -2.19565 1.73178 -2.93176  0.51
P 1.15764 3.77407 2.35355  0.64
H -0.83888 -1.09486 -1.92758  0.45
H 4.46695 -0.21571 -0.42833  -0.64
H 6.33939 -2.23614 3.49949  0.33
H 1.01446 1.73374 -2.62187  0.73
C 4.76074 -2.79234 -0.18554  -0.41
O -1.44213 0.12903 -0.10330  -0.46
H -5.05371 -1.62564 -0.60306  0.43
H 4.42074 -3.82883 -0.20285  0.44
H 3.87053 -2.17328 -0.02438  0.10
C 2.27910 0.72762 -1.25467  0.33
H 5.75011 -0.59859 3.73067  0.33
H -7.98565 -4.51877 0.69204  0.37
H 1.39294 1.48049 2.08205  0.31
H -7.89230 -2.82454 2.38155  0.35
C -4.60344 0.43973 -0.97467  -0.10
H 3.44647 0.72300 -3.05875  0.41
I -1.95282 2.69419 1.47120  0.43
C 5.75939 -1.24412 1.64151  0.51
O 0.51514 3.67088 3.65448  -0.65
C 6.33697 -1.23513 3.06758  -1.28
H -3.06387 -0.75615 -1.83236  0.17
H -2.82862 2.14613 -1.35235  0.55
H -6.00936 -0.89618 -1.89469  0.28
H -0.64538 -0.01587 -3.15448  0.30
O 0.63969 4.89260 1.33758  -0.51
H 1.76222 2.80988 -1.47243  0.51
H -6.34549 -3.87321 0.50053  0.26
C 3.59715 0.95194 -2.00034  -1.53
H 5.64290 0.61905 -1.44340  0.47
Cl -2.65654 -0.88088 2.33511  -0.09
C 1.26394 1.83895 -1.56450  -2.76
N -0.67302 3.27642 -1.12353  -0.30
C 5.68746 -2.64579 1.03119  -0.97
H -7.63114 -3.39354 -0.60194  0.26
H 7.35680 -0.85353 3.09255  0.30
C -0.35740 0.29601 0.75580  -0.13
C 4.91092 -1.22512 -2.29303  -0.87
H -6.83302 -0.74725 2.25461  0.32
O -0.57204 0.56972 3.51651  -0.38
H -8.70254 -2.01512 1.05209  0.35
H 6.49513 -2.45024 -1.44221  0.46
H 1.87404 -0.23400 -1.56434  0.48

No. 2
The following is a DFT calculation (ωB97M-V/def2-TZVPD) of C4H9NOS in the gas phase.

Results
- multiplicity = 1
- energy relative to the best compared isomer or geometry (same formula, charge and spin) (kcal/mol) = 93.6

Each line ends with the Mulliken charge.
Cartesian coordinates (Å):
H -2.86200 -0.52865 1.29496  0.27
H 3.02462 0.41643 1.17434  0.33
H -2.86725 1.10849 0.41334  0.23
C -1.82893 -0.67574 -0.47598  -0.41
H -1.61613 -0.36006 -1.52796  0.31
H -1.88463 -1.83629 -0.42408  0.17
H 2.62012 -1.18690 0.79925  0.24
H 1.45967 -0.05880 1.53297  0.39
S 0.02000 1.23615 -0.17511  0.45
O -0.38938 1.46414 -1.56263  -0.58
N -0.88850 -0.12300 0.43699  -0.25
C 2.16093 -0.11912 0.82322  -1.04
C 1.67806 0.24767 -0.52668  -0.40
C -2.33057 0.10169 0.62772  -0.34
H 2.35894 0.92078 -1.16984  0.38
H 1.34505 -0.60680 -1.24050  0.25

No. 3
The following is a DFT calculation (ωB97M-V/def2-TZVPD) of CH2BrPSi in the gas phase.

Results
- multiplicity = 1
- energy relative to the best compared isomer or geometry (same formula, charge and spin) (kcal/mol) = 0.0

Each line ends with the Mulliken charge.
Cartesian coordinates (Å):
H 0.60487 0.10348 -0.97176  -0.06
P -1.92167 -2.14502 0.00105  -0.04
Si -0.45362 -0.35092 -0.00689  0.23
H -0.13178 -0.28529 1.47560  -0.05
Br -3.99881 0.42803 0.05303  -0.08
C -2.35232 -0.45729 -0.15950  0.00

No. 4
The following is a DFT calculation (ωB97M-V/def2-TZVPD) of C45H62BF7N2O2Sb2Si3Y as an isolated structure.

Results
- charge = +1
- multiplicity = 1
- energy relative to the best compared isomer or geometry (same formula, charge and spin) (kcal/mol) = 5.2

Each line ends with the Mulliken charge.
Cartesian coordinates (Å):
O -0.76345 -0.54645 1.81301  0.10
H 2.12807 2.36933 -2.86978  0.60
H -1.60899 4.47647 -2.90783  0.53
C -2.86590 -3.32925 1.67037  -2.59
F -2.87893 -1.31922 -6.84930  -0.35
H 4.87368 -3.25635 2.32426  0.37
H -1.47208 3.84105 0.31964  0.56
H -0.01745 1.68754 5.24147  0.50
H -4.47502 -1.18687 -0.76055  0.08
C 5.62855 1.71184 1.70113  -1.33
C -1.56076 0.69713 -3.53059  0.63
H -0.49460 2.12069 1.51773  -0.59
H 3.40409 -2.78192 5.45671  0.53
Si 4.24806 1.20929 0.53483  1.02
C -2.52664 2.70984 -1.18126  0.49
H 2.16302 -3.86276 -2.32781  0.19
C -4.89132 3.19332 -1.34590  -0.63
H 3.95305 3.16411 -0.96556  0.46
H -6.87782 -0.55149 -0.76382  0.46
H 1.20023 -5.31395 -2.53997  0.51
C -2.44753 -0.65771 -5.76529  0.06
H 1.21377 0.43277 5.29791  0.28
H 2.37383 2.55359 -0.48034  -0.60
C -0.18382 -3.59046 2.78882  -1.94
C -4.85320 -0.43485 -0.08362  0.29
C 0.49553 0.92983 4.64316  -0.96
C -1.47028 0.30613 -5.91467  -0.83
H -1.06984 0.51826 -6.89603  0.51
Sb -0.78677 1.67444 -1.81553  0.40
C -4.00100 0.18705 0.81263  -0.15
H 3.18955 2.61671 4.69491  0.31
C -4.42885 1.17356 1.68626  -0.46
C 2.09281 -4.05214 1.02483  -1.22
C 0.50328 -4.09495 -0.92395  1.00
H 2.54966 -3.41153 4.05750  0.31
H -7.69353 1.18003 0.79645  0.43
C -6.19079 -0.07271 -0.07915  -1.08
B 1.93949 -1.07727 -2.34522  -0.84
N -2.00740 -0.20238 1.95046  -2.21
C 2.14910 4.29584 -3.77544  -0.82
Si 1.35676 1.76072 3.20226  0.73
H -5.86045 3.04896 -1.80394  0.49
C -0.55491 4.41663 -3.14808  -0.37
H 6.19312 0.84557 2.05001  0.31
C 0.03998 5.48214 -3.80313  -0.86
H 5.29786 2.28386 2.56724  0.34
H 1.89925 -2.02923 4.94413  0.24
C -1.68660 -3.53988 0.75461  1.80
C 1.38678 5.40006 -4.09962  0.16
C 4.59701 -0.06066 4.69558  -1.08
H 2.85982 -3.73991 0.31914  0.37
H 5.19276 -0.59838 5.43791  0.44
H 4.87573 0.63617 -1.80397  0.46
H -3.26693 -4.28485 2.01814  0.41
H 5.45578 -1.74200 1.64241  0.19
C -1.03431 0.98435 -4.78599  -0.80
C -4.75491 4.08138 -0.29804  0.18
C -0.39148 -3.62791 1.29421  1.19
F 1.97313 6.43048 -4.72339  -0.34
Sb 2.40743 -0.10620 1.78169  -0.75
C 0.16331 2.73244 2.13132  -0.45
C -0.77525 -3.92450 -1.46867  1.56
H 3.33269 3.52247 0.64021  0.45
H 6.32373 2.33823 1.13496  0.42
F 0.51009 -1.36908 -2.40024  0.22
H 0.57695 -4.30660 3.09312  0.46
H -0.23927 0.19763 4.31566  0.07
F -5.84450 4.72664 0.14768  -0.42
C 5.18889 -2.24197 2.57473  -1.13
H -1.31745 -5.05826 -3.22631  0.46
C 0.18262 3.28768 -2.79153  0.05
H -0.51759 6.36573 -4.08145  0.48
H 6.09637 -2.31648 3.17754  0.47
C 0.70897 -3.87848 0.44956  0.98
H 5.24848 0.65324 4.19747  0.31
H 3.19832 4.27113 -4.03623  0.50
H -4.04121 -3.74366 -0.52065  0.49
C 1.53569 3.23926 -3.11718  -0.15
H -0.27692 1.75000 -4.90096  0.46
H 6.07620 0.05011 -0.65488  0.56
C -3.24118 -3.69165 -1.25145  -2.36
H -3.67808 -2.80104 1.17866  0.36
F 1.99992 0.26030 -1.91103  0.71
H -1.74289 -3.35346 -3.30261  0.40
C -2.54083 -0.28570 -3.41895  -0.10
C 5.00399 0.15619 -0.83282  -1.20
H -0.07546 -3.83898 -3.50550  0.54
C 2.81602 -2.49544 4.58098  -1.23
H 2.22194 -3.46314 1.92949  -0.75
Y 0.29493 -0.95881 -0.06892  -0.03
C -0.98599 -4.05256 -2.95302  -2.59
H -3.87040 1.81974 -2.60928  0.63
H -1.09176 -3.85142 3.32503  0.54
H 0.71720 3.40786 1.47467  0.38
C -6.64901 0.89920 0.79973  -0.76
C 3.38814 2.74896 -0.12759  -0.22
C -1.87190 -3.68967 -0.62692  1.25
H 2.11939 3.89499 4.12837  0.43
Si 3.85172 -1.32795 3.53392  1.02
C -3.00107 -0.96432 -4.53582  -0.75
H -2.59678 -2.75069 2.55087  0.45
C -5.77092 1.52275 1.67376  -0.68
O -2.02470 -0.59731 -0.25136  1.18
H -3.47715 5.04515 1.11675  0.49
F 2.35452 -1.82189 -1.18754  -0.08
H 2.28289 -5.09782 1.28402  0.51
H 4.57929 -0.84379 -0.90597  0.07
H -3.77293 -1.72022 -4.47149  0.49
H -6.12472 2.29765 2.34025  0.48
N -2.62021 -0.21740 0.84574  1.74
C -3.53971 4.32560 0.31162  -0.75
F 2.59290 -1.37304 -3.46733  -0.19
C -3.76619 2.51026 -1.78168  -0.63
H -3.39091 -2.80169 -1.86845  0.04
H 2.32610 -5.20351 -1.20686  0.41
H 0.12731 -2.60151 3.13669  0.05
H -3.73057 1.65773 2.35134  0.58
H 3.82869 0.49279 5.23848  0.21
C 1.60913 -4.63492 -1.79511  -2.15
H -2.96050 -0.52222 -2.44791  0.01
H -3.35203 -4.55002 -1.91470  0.50
H -0.47033 3.34741 2.77724  0.58
C 2.63982 2.98171 3.82696  -1.11
H 3.36439 3.26622 3.06427  0.17
C -2.42780 3.63221 -0.14229  -0.54

| no. | frontier orbital gap (eV) | molar mass (g mol⁻¹) |
| --- | --- | --- |
| 1 | 7.773 | 658.95 |
| 2 | 9.939 | 119.19 |
| 3 | 8.510 | 152.99 |
| 4 | 8.058 | 1223.49 |